93
Properties=species:S:1:pos:R:3:forces:R:3 method="wB97M-V/def2-TZVPD" lumo_energy_ev=-4.4 total_charge=+1 orbital_gap_ev=6.39 energy_ev=-52063.04316 homo_energy_ev=-10.77
H -6.195 -2.965 0.354 -0.274 -0.289 0.298
H 2.099 4.784 -2.866 -0.032 0.003 -0.004
O 0.473 0.694 -3.736 -0.034 0.063 0.350
H -0.037 3.269 -4.289 0.136 -0.157 -0.017
H 4.208 -0.928 0.203 -0.130 0.045 0.044
H 1.554 1.893 -2.030 0.071 -0.005 -0.193
H 4.702 1.333 -1.366 -0.017 -0.003 0.045
H -5.993 -3.389 3.181 -0.089 -0.296 -0.214
O 2.329 3.198 -4.191 -0.342 0.153 -0.039
O -0.005 3.261 -2.207 0.006 -0.157 0.039
H 1.564 3.282 -0.956 -0.042 0.099 -0.030
H 9.078 3.453 0.247 -0.002 -0.008 -0.030
C -1.054 -3.699 2.696 -0.023 -0.389 -0.205
H 0.156 -0.393 -2.009 -0.044 -0.061 0.052
H 0.022 -1.315 -3.545 -0.036 -0.063 0.141
H -5.746 -3.550 4.910 -0.332 -0.213 0.145
H -4.407 -4.500 2.024 -0.139 -0.183 -0.315
H 10.279 2.043 -0.879 0.029 0.038 0.040
C -3.907 -3.467 3.810 -0.681 0.013 -0.209
H 10.210 0.309 -0.545 -0.012 -0.032 0.085
H -6.383 0.028 0.657 0.185 0.371 0.099
H 5.656 0.050 -2.155 -0.087 0.131 -0.131
C -5.388 -3.058 4.018 0.570 0.690 -0.021
H 1.611 -0.781 -2.946 -0.006 -0.017 -0.081
O 5.920 0.179 -0.132 -0.153 0.298 0.162
C -6.324 -1.952 -0.009 1.204 0.159 -0.237
C -0.583 2.854 -3.442 -0.100 0.188 -0.043
C -0.774 1.360 -3.593 0.164 0.025 -0.258
C 10.129 1.297 -0.093 -0.041 -0.085 0.105
H 8.590 2.887 1.862 -0.014 0.203 -0.018
H 1.831 5.043 -5.011 0.043 0.032 0.018
S -1.010 -1.336 1.335 -0.320 -0.269 1.399
H 6.346 2.275 0.959 0.121 -0.167 -0.020
H -3.739 -2.895 1.778 -0.247 0.229 -0.279
H -7.268 -1.866 -0.535 -0.334 -0.147 0.082
H -4.877 -2.575 -1.537 -0.115 -0.096 -0.135
C -6.926 -0.983 3.677 0.109 0.002 -0.258
H -1.576 3.310 -3.457 0.003 -0.013 0.084
H -0.060 -3.500 0.776 0.000 0.027 -0.361
H -2.115 -4.390 0.986 -0.001 -0.214 -0.233
C 0.117 0.014 1.396 0.936 -1.263 -0.800
H -8.057 -0.372 2.004 -0.383 0.049 0.011
H 3.527 4.521 -5.249 -0.032 0.112 -0.026
C -0.339 1.145 1.887 -1.037 1.006 0.733
H -0.409 -4.451 3.131 0.319 -0.053 0.187
C -3.638 -3.814 2.350 0.575 0.067 0.517
C 8.453 2.731 0.784 0.024 -0.230 0.146
H 2.207 3.736 -6.145 0.064 -0.053 0.013
H -0.888 1.170 2.819 -1.362 -0.120 -0.566
C 2.487 4.185 -5.193 0.106 -0.138 0.028
H 7.744 1.370 -1.655 -0.045 -0.139 0.157
H 1.118 -0.105 1.010 -0.263 0.083 -1.346
H 0.765 -2.700 2.100 0.233 0.290 0.037
H -0.231 2.086 1.368 1.452 0.449 0.547
C -6.228 -0.938 1.131 -0.722 -0.229 -0.527
C 5.672 0.822 -1.375 0.199 -0.193 0.010
H -1.322 0.977 -2.724 0.019 -0.015 0.030
C -7.311 -1.137 2.187 0.145 0.179 0.606
H -1.371 1.168 -4.493 -0.144 0.048 0.090
H 6.601 2.141 -2.737 -0.049 0.039 0.022
C -5.184 -1.678 -1.005 -0.306 0.636 -0.003
C -2.255 -4.423 2.067 -0.512 0.588 -0.303
H 4.109 0.811 0.650 -0.051 -0.025 -0.024
O 6.707 3.029 -0.947 -0.097 0.004 -0.031
H -1.315 -3.010 3.491 -0.197 -0.072 0.266
H -6.576 -0.351 -1.956 -0.345 0.154 -0.360
H -5.212 -0.932 1.512 0.181 -0.148 0.336
C 2.344 3.717 -2.873 0.209 -0.267 -0.160
C 4.761 -0.073 0.617 0.167 -0.100 -0.068
H -5.580 -1.332 5.256 0.188 0.177 0.231
H 5.069 -0.307 1.635 0.018 -0.076 -0.026
C 7.000 2.979 0.442 -0.074 0.071 0.072
C -5.509 -0.512 -1.973 0.353 -0.736 0.567
H -3.692 -4.297 4.477 0.264 -0.249 -0.059
C 0.558 -0.511 -3.027 0.061 -0.015 -0.234
H -4.346 -1.350 -0.393 0.503 -0.223 0.053
H -7.721 -1.424 4.269 -0.253 -0.091 0.107
H -2.278 -5.475 2.317 0.200 -0.188 0.323
H -6.957 0.079 3.902 0.139 0.228 0.192
H -7.839 -2.074 2.046 0.133 -0.378 -0.142
H -5.032 0.403 -1.642 0.061 0.237 -0.068
H -5.165 -0.756 -2.970 -0.094 0.184 -0.280
H 3.360 3.588 -2.475 -0.053 0.159 0.207
C -5.594 -1.544 4.191 -0.361 -0.039 -0.116
H -4.767 -0.976 3.767 0.190 -0.017 -0.225
H -1.337 -1.389 0.026 0.491 0.131 -0.003
H 10.908 1.402 0.669 0.066 0.062 -0.070
C -0.207 -2.938 1.688 0.003 -0.144 0.099
O 8.842 1.402 0.480 -0.080 0.085 -0.327
C 1.371 2.969 -1.986 0.017 0.011 0.165
H -3.253 -2.644 4.089 0.003 0.157 0.320
H 6.747 3.974 0.818 0.028 0.026 -0.062
C 6.755 1.828 -1.702 0.120 0.068 -0.105

=====

24
Properties=species:S:1:pos:R:3:forces:R:3 method="wB97M-V/def2-TZVPD" lumo_energy_ev="5.2 / 5.2" total_charge=-2 orbital_gap_ev="5.90 / 5.29" e_above_lowest_ev=2.452 energy_ev=-29423.26269 homo_energy_ev="-0.69 / -0.07"
H 5.021 1.068 -3.207 -2.017 -1.596 0.848
H 3.285 0.351 -3.398 -1.118 0.654 -0.933
H -3.783 1.464 1.552 -0.331 -0.058 0.465
H -1.696 -1.598 2.274 -1.077 0.492 -0.207
C -3.446 -0.797 3.388 0.324 0.244 -0.812
C -2.545 -0.886 2.092 0.612 0.172 0.411
H -2.555 2.143 0.562 0.803 0.228 -0.355
C 4.183 0.282 -2.858 2.092 0.585 0.582
N 0.515 -0.655 -0.666 0.325 -0.395 0.827
C 3.862 0.345 -1.353 -1.047 2.606 -0.890
C -0.692 -0.866 -0.310 2.323 1.235 -0.318
H 3.714 1.504 -1.172 -0.440 -2.386 0.242
H -3.233 -1.174 1.326 -0.492 -1.157 -0.626
O 2.819 -0.551 -0.920 -0.563 2.050 -0.632
O 1.426 1.168 -1.669 0.256 0.553 -0.386
H -3.439 0.645 0.075 0.365 0.053 -0.072
O -3.109 -1.619 4.251 -0.396 -0.166 0.909
C 1.474 0.089 -1.104 0.518 -0.545 0.329
S -1.751 -1.888 -0.884 -2.044 -1.502 -0.782
O -4.383 0.030 3.327 -0.037 -0.213 0.506
H 4.743 0.100 -0.843 1.201 -0.694 1.117
C -2.961 1.208 0.894 0.123 -1.823 1.269
N -2.005 0.347 1.688 0.146 2.202 -1.137
H 4.555 -0.710 -3.046 0.472 -0.538 -0.352

=====

49
Properties=species:S:1:pos:R:3:forces:R:3 method="wB97M-V/def2-TZVPD" lumo_energy_ev="0.2 / -0.5" total_charge=0 orbital_gap_ev="6.70 / 6.42" e_above_lowest_ev=0.000 energy_ev=-62474.77580 homo_energy_ev="-6.50 / -6.94" spin_multiplicity=5
H 0.316 4.496 1.881 0.140 -0.275 0.056
N 0.910 1.170 -0.954 0.483 2.687 0.798
H 1.964 -1.655 -0.660 -0.125 0.353 0.410
H -0.588 -3.877 -1.638 -0.174 0.012 0.108
H 3.532 -1.518 3.242 0.080 -0.107 -0.127
C -1.804 -2.043 1.007 0.261 1.587 0.983
H 1.990 4.352 1.315 -0.164 -0.042 0.145
H -1.767 -3.643 2.434 -0.164 0.213 -0.101
H 1.276 -0.015 3.076 0.076 -0.127 -0.324
N 1.302 -0.632 1.043 1.425 -0.974 0.783
O -1.976 -0.379 2.612 0.287 0.068 -0.043
C 1.375 2.317 -0.367 -0.143 -2.553 -2.087
N -0.569 -1.418 -0.870 -1.143 -0.962 -0.301
H -3.138 -3.684 1.324 0.122 0.153 0.138
C -1.243 -2.406 -0.260 1.126 1.137 -1.031
H 3.875 -2.552 0.695 0.003 0.040 0.101
H 0.564 -0.805 -2.288 -0.565 -0.353 0.167
C 1.778 -0.600 2.309 -0.366 0.051 -1.566
C -2.499 -3.008 1.908 -0.251 -0.485 0.051
C -1.418 0.994 -3.707 0.534 -0.128 -0.762
O -0.496 0.380 -4.641 -0.855 0.107 -0.366
H -2.160 1.551 -4.266 -0.318 0.166 0.046
H -2.701 2.286 0.155 0.054 -0.005 -0.430
H 1.465 3.459 2.755 -0.249 -0.003 -0.250
O -3.001 1.704 -0.567 -0.191 -0.526 1.216
C 0.785 2.652 0.883 -2.297 -1.582 1.845
H -3.423 0.990 -0.038 0.302 0.464 -0.692
C 2.510 3.009 -1.022 0.151 0.430 -0.048
O 1.373 0.734 -2.085 0.272 -0.436 0.004
H -1.152 -4.518 -0.070 -0.064 0.042 -0.148
Cr -0.279 0.172 0.202 -0.697 0.165 0.123
H 2.758 3.936 -0.495 0.026 -0.173 -0.221
H -1.568 0.557 2.697 -0.133 -0.032 -0.132
H 2.246 3.241 -2.062 0.191 -0.100 0.179
H -0.989 0.276 -5.479 0.539 -0.038 0.710
C 1.156 3.797 1.755 0.291 0.429 -0.079
H -2.327 -3.924 -1.258 0.140 -0.117 -0.023
N 2.132 -1.450 0.328 -0.656 0.715 0.482
H 3.398 2.357 -1.031 -0.259 0.159 -0.116
N -1.553 -0.776 1.373 -0.975 -1.523 -0.418
H -1.915 0.244 -3.093 0.075 0.005 0.146
C -1.326 -3.762 -0.842 -0.148 -0.426 -0.048
C 2.927 -1.370 2.363 0.610 -0.352 0.538
O -0.771 1.966 2.456 -0.171 -0.263 0.299
C 3.119 -1.896 1.097 0.238 -0.087 0.357
H -3.116 -2.510 2.665 0.275 -0.004 -0.313
O 0.049 -1.676 -2.085 0.483 0.332 0.396
N -0.169 1.779 1.311 1.908 2.497 -0.683
H -0.852 1.699 -3.107 0.015 -0.138 0.227

=====

9
Properties=species:S:1:pos:R:3:forces:R:3 method="wB97M-V/def2-TZVPD" lumo_energy_ev=0.8 total_charge=0 orbital_gap_ev=8.23 e_above_lowest_ev=3.833 energy_ev=-7266.85334 smiles="O=C1C[C@@H]1O" homo_energy_ev=-7.46
H 0.087 -1.645 0.404 0.379 0.504 -1.058
C 0.016 0.617 0.544 4.283 -0.859 -1.007
H -0.196 0.558 1.594 -0.395 0.475 0.220
C 1.722 -0.043 0.094 -7.298 -0.182 1.471
H 0.279 -0.573 -1.164 -0.934 -0.663 -2.653
C 0.388 -0.726 -0.154 2.045 0.553 2.933
O -0.282 1.702 -0.291 -1.346 -0.579 0.809
O 2.812 0.276 -0.049 2.826 0.380 -0.340
H -1.258 1.731 -0.294 0.440 0.372 -0.375